[1]
{"formula": "C2H12N2O2", "method": "wB97M-V/def2-TZVPD", "elements": ["C", "C", "N", "N", "H", "H", "H", "H", "H", "H", "H", "H", "H", "H", "O", "H", "H", "O"], "xyz": [[1.537, -0.597, -0.568], [0.611, -1.665, -1.208], [-0.226, -1.381, -2.407], [0.683, 0.272, 0.392], [2.190, -1.293, 0.072], [2.238, -0.072, -1.258], [1.202, -2.516, -1.576], [-0.004, -1.927, -0.271], [-1.235, -1.056, -2.177], [-0.599, -2.288, -2.719], [0.254, -0.226, 1.152], [1.510, 0.926, 0.839], [-2.482, 1.865, 0.075], [-1.140, 1.651, -0.399], [-1.840, 2.228, -0.522], [0.373, 0.906, 4.108], [-0.470, 1.534, 2.934], [-0.400, 0.751, 3.520]], "homo_ev": [0.9011, -5.9241], "spin_multiplicity": 2, "gap_ev": [2.8, 9.4], "total_charge": -1, "s2": 0.7505, "energy_ev": -9341.4634}


[2]
{"formula": "C38H52BN10S4Tc", "method": "wB97M-V/def2-TZVPD", "elements": ["Tc", "C", "C", "C", "C", "N", "C", "C", "N", "B", "N", "C", "C", "N", "C", "S", "C", "C", "C", "C", "N", "C", "C", "N", "C", "S", "C", "C", "C", "C", "C", "S", "H", "H", "H", "H", "H", "H", "H", "H", "H", "H", "H", "H", "H", "H", "H", "H", "H", "H", "H", "H", "H", "H", "H", "H", "H", "H", "H", "H", "H", "H", "H", "H", "H", "H", "C", "C", "N", "C", "S", "N", "N", "C", "C", "C", "C", "C", "C", "C", "N", "H", "H", "H", "H", "H", "H", "H", "H", "H", "H", "H", "H", "H", "C", "C", "C", "C", "C", "C", "C", "H", "H", "H", "H", "H"], "xyz": [[1.124, 0.178, -0.922], [-1.893, -4.273, 3.072], [-2.326, -4.097, 1.616], [-3.581, -4.949, 1.412], [-1.253, -4.576, 0.637], [-2.676, -2.659, 1.316], [-3.856, -2.330, 0.709], [-3.924, -0.980, 0.633], [-2.784, -0.463, 1.159], [-2.693, 1.110, 1.232], [-2.529, 1.753, -0.178], [-3.057, 3.008, -0.404], [-3.068, 3.228, -1.731], [-2.538, 2.110, -2.352], [-2.176, 1.232, -1.372], [-1.382, -0.280, -1.579], [-2.750, 1.813, -3.813], [-3.293, 3.069, -4.487], [-1.475, 1.398, -4.559], [-3.811, 0.707, -3.896], [-1.667, 1.575, 2.271], [-2.028, 1.696, 3.596], [-0.961, 2.147, 4.280], [0.076, 2.313, 3.381], [-0.379, 1.956, 2.146], [0.460, 2.070, 0.666], [1.418, 2.859, 3.761], [1.627, 4.216, 3.081], [1.445, 3.069, 5.272], [2.509, 1.852, 3.389], [-2.006, -1.491, 1.549], [-0.459, -1.273, 2.316], [-1.715, -5.333, 3.251], [-2.678, -3.941, 3.753], [-0.981, -3.739, 3.310], [-3.360, -5.961, 1.744], [-3.873, -5.008, 0.364], [-4.419, -4.582, 2.005], [-1.206, -5.664, 0.662], [-0.269, -4.191, 0.887], [-1.494, -4.265, -0.382], [-4.577, -3.058, 0.392], [-4.717, -0.354, 0.261], [-3.765, 1.459, 1.632], [-3.403, 3.629, 0.404], [-3.420, 4.092, -2.263], [-2.623, 3.921, -4.358], [-4.287, 3.328, -4.121], [-3.374, 2.874, -5.555], [-0.901, 2.271, -4.873], [-1.767, 0.863, -5.463], [-0.841, 0.734, -3.981], [-4.709, 0.999, -3.348], [-3.430, -0.226, -3.485], [-4.085, 0.544, -4.938], [-3.019, 1.458, 3.939], [-0.878, 2.364, 5.327], [0.805, 4.888, 3.332], [1.683, 4.125, 2.000], [2.555, 4.665, 3.437], [0.692, 3.792, 5.588], [2.417, 3.470, 5.551], [1.299, 2.133, 5.813], [2.606, 1.759, 2.313], [2.282, 0.871, 3.812], [3.467, 2.186, 3.791], [3.104, -4.484, 3.031], [2.167, -3.284, 2.965], [2.862, -2.112, 2.441], [2.529, -1.340, 1.406], [0.906, -1.583, 0.607], [3.371, -0.492, 0.926], [2.948, 0.367, -0.038], [3.687, 1.392, -0.322], [5.033, 1.633, 0.267], [3.058, 2.337, -1.243], [3.585, 3.601, -1.472], [2.869, 4.510, -2.231], [1.650, 4.116, -2.761], [1.198, 2.833, -2.513], [1.871, 1.954, -1.773], [2.610, -5.314, 3.534], [4.005, -4.238, 3.594], [3.394, -4.804, 2.030], [1.783, -3.055, 3.962], [1.320, -3.510, 2.321], [3.798, -1.967, 2.793], [5.372, 0.741, 0.783], [5.009, 2.462, 0.978], [5.744, 1.887, -0.520], [4.535, 3.870, -1.034], [3.242, 5.512, -2.393], [1.046, 4.793, -3.349], [0.253, 2.494, -2.905], [1.424, -0.982, -2.303], [1.520, -1.921, -3.346], [0.377, -2.675, -3.695], [0.450, -3.622, -4.694], [1.649, -3.842, -5.363], [2.778, -3.101, -5.036], [2.722, -2.148, -4.040], [-0.548, -2.491, -3.167], [-0.430, -4.194, -4.958], [1.699, -4.593, -6.140], [3.705, -3.276, -5.565], [3.597, -1.567, -3.780]], "homo_ev": -12.3299, "gap_ev": 6.5, "total_charge": 2, "energy_ev": -101358.9783}


[3]
{"formula": "C18H23N7O3", "method": "wB97M-V/def2-TZVPD", "elements": ["O", "O", "N", "N", "N", "O", "C", "C", "C", "C", "C", "C", "C", "C", "C", "C", "C", "C", "C", "N", "N", "N", "N", "C", "C", "C", "C", "C", "H", "H", "H", "H", "H", "H", "H", "H", "H", "H", "H", "H", "H", "H", "H", "H", "H", "H", "H", "H", "H", "H", "H"], "xyz": [[3.974, 0.582, -4.109], [3.209, -0.883, -0.572], [-1.229, -0.222, 5.575], [0.709, -0.480, 2.364], [1.998, -0.906, 4.296], [-1.580, 0.058, 2.542], [2.840, 0.992, -4.305], [2.519, -0.677, -1.566], [-0.543, -0.456, 6.671], [1.804, -0.819, 3.001], [-0.374, -0.261, 3.122], [0.917, -0.685, 5.015], [-5.618, 0.355, -0.428], [-4.871, -0.827, -0.456], [-5.065, 1.515, 0.125], [-3.570, -0.844, 0.060], [-3.762, 1.495, 0.639], [-0.314, -0.367, 4.515], [-2.999, 0.318, 0.601], [2.865, -1.124, 2.261], [0.773, -0.737, 6.363], [2.073, -1.740, -2.252], [1.922, 1.090, -3.345], [2.412, 1.412, -5.692], [-1.584, 0.296, 1.125], [1.134, -1.802, -3.371], [0.966, 1.276, -1.128], [2.178, 0.792, -1.933], [-0.959, -0.428, 7.675], [-6.628, 0.370, -0.826], [-5.303, -1.732, -0.872], [-5.647, 2.431, 0.160], [-3.001, -1.770, 0.045], [-3.343, 2.396, 1.077], [2.815, -0.849, 1.281], [3.738, -1.028, 2.755], [1.516, -0.962, 7.013], [2.425, -2.618, -1.900], [1.016, 1.448, -3.592], [1.580, 0.792, -6.020], [3.253, 1.285, -6.373], [2.115, 2.459, -5.677], [-1.029, -0.484, 0.592], [-1.099, 1.255, 0.916], [0.748, -2.818, -3.468], [0.294, -1.127, -3.203], [1.644, -1.536, -4.298], [1.160, 1.122, -0.065], [0.076, 0.714, -1.414], [0.801, 2.340, -1.301], [3.040, 1.386, -1.624]], "homo_ev": -7.8378, "gap_ev": 8.3, "energy_ev": -35614.3235}


[4]
{"formula": "C35H43AsBN5O8Zn", "method": "wB97M-V/def2-TZVPD", "elements": ["Zn", "N", "C", "C", "N", "C", "C", "N", "H", "H", "H", "H", "H", "H", "H", "H", "H", "H", "H", "H", "H", "O", "C", "O", "C", "C", "C", "C", "C", "C", "N", "O", "O", "N", "O", "O", "H", "H", "H", "C", "C", "C", "O", "B", "O", "C", "C", "C", "H", "H", "H", "H", "H", "H", "H", "H", "H", "H", "H", "H", "C", "C", "C", "C", "C", "C", "As", "C", "C", "C", "C", "C", "C", "C", "C", "C", "C", "C", "C", "H", "H", "H", "H", "H", "H", "H", "H", "H", "H", "H", "H", "H", "H", "H"], "xyz": [[1.190, 0.786, 2.171], [1.142, 2.564, 1.033], [2.585, 2.938, 0.946], [3.373, 2.822, 2.256], [2.970, 1.672, 3.103], [4.077, 0.621, 3.189], [3.818, -0.452, 2.109], [2.422, -0.785, 1.782], [0.796, 2.407, 0.097], [0.589, 3.340, 1.511], [2.683, 3.993, 0.573], [3.001, 2.296, 0.131], [3.361, 3.797, 2.820], [4.428, 2.704, 2.002], [2.825, 1.987, 4.077], [4.110, 0.166, 4.170], [5.042, 1.097, 2.950], [4.376, -1.317, 2.523], [4.423, -0.257, 1.251], [2.094, -1.503, 2.465], [2.425, -1.149, 0.843], [-2.274, 1.828, 5.147], [-1.803, 0.964, 4.478], [-1.839, 0.896, 3.115], [-0.824, 0.031, 5.122], [-0.066, -0.910, 4.448], [0.661, -1.858, 5.233], [0.599, -1.891, 6.589], [0.081, -0.741, 7.154], [-0.704, 0.244, 6.540], [0.481, -0.457, 8.469], [1.245, -1.296, 8.996], [0.015, 0.587, 9.015], [1.406, -2.860, 4.558], [1.580, -2.835, 3.306], [2.083, -3.524, 5.315], [-0.224, -1.044, 3.364], [1.116, -2.629, 7.216], [-1.089, 1.119, 7.066], [-3.263, 0.226, -0.880], [-4.097, 0.353, 0.421], [-5.381, 1.209, 0.203], [-3.232, 1.164, 1.302], [-2.775, 0.337, 2.271], [-3.406, -0.854, 2.399], [-4.324, -0.942, 1.190], [-5.757, -1.212, 1.573], [-3.803, -2.289, 0.592], [-3.231, 1.201, -1.370], [-3.642, -0.505, -1.683], [-2.256, -0.110, -0.516], [-5.105, 2.103, -0.314], [-5.873, 1.494, 1.128], [-6.137, 0.664, -0.390], [-6.051, -0.610, 2.429], [-5.936, -2.255, 1.917], [-6.437, -1.000, 0.720], [-2.724, -2.313, 0.397], [-4.359, -2.520, -0.341], [-4.052, -3.077, 1.295], [-1.330, 3.407, -6.247], [-0.372, 3.830, -5.331], [0.126, 2.931, -4.415], [-0.276, 1.549, -4.406], [-1.355, 1.240, -5.218], [-1.877, 2.130, -6.121], [0.595, 0.232, -3.191], [-0.131, -1.442, -3.941], [-0.691, -2.397, -3.112], [-0.928, -3.675, -3.564], [-0.662, -4.013, -4.867], [-0.145, -3.051, -5.738], [0.156, -1.783, -5.256], [2.424, 0.059, -3.891], [3.020, -1.203, -3.793], [4.414, -1.335, -4.094], [5.203, -0.277, -4.556], [4.564, 0.935, -4.705], [3.227, 1.103, -4.349], [-1.738, 4.095, -6.931], [0.049, 4.809, -5.441], [0.942, 3.215, -3.748], [-1.759, 0.201, -5.204], [-2.518, 1.726, -6.846], [-0.902, -2.182, -2.014], [-1.346, -4.421, -2.893], [-0.991, -4.955, -5.256], [-0.120, -3.333, -6.769], [0.673, -1.025, -5.825], [2.426, -2.035, -3.433], [4.846, -2.319, -3.873], [6.249, -0.250, -4.842], [5.149, 1.788, -5.046], [2.745, 2.033, -4.562]], "homo_ev": [-4.3475, -4.2968], "gap_ev": [3.8, 3.8], "energy_ev": -170749.4204}


[5]
{"formula": "C4H6N4O", "method": "wB97M-V/def2-TZVPD", "elements": ["C", "C", "C", "C", "H", "H", "H", "H", "H", "H", "N", "N", "N", "N", "O"], "xyz": [[1.534, 0.259, 0.337], [-1.813, -0.725, -0.082], [-1.611, 1.430, 0.345], [-0.323, 1.588, -0.027], [2.560, -2.431, -0.634], [1.887, 0.854, 1.174], [0.335, -1.629, -0.478], [-2.390, -1.587, -0.372], [-2.072, 2.331, 0.635], [0.187, 2.529, -0.276], [2.213, -0.751, 0.466], [0.356, 0.445, -0.399], [-0.461, -0.814, -0.615], [-2.346, 0.294, 0.373], [1.944, -1.791, -0.446]], "homo_ev": -7.4835, "gap_ev": 8.2, "energy_ev": -12247.5002}


[6]
{"formula": "C22H25GeIN3Se3TeV", "method": "wB97M-V/def2-TZVPD", "elements": ["V", "Se", "Se", "Te", "Se", "I", "C", "C", "C", "C", "C", "C", "C", "C", "C", "C", "H", "H", "H", "H", "H", "H", "N", "C", "C", "C", "N", "C", "N", "C", "C", "C", "C", "Ge", "C", "C", "C", "C", "H", "H", "H", "H", "H", "H", "H", "H", "H", "H", "H", "H", "H", "H", "H", "H", "H", "H", "H"], "xyz": [[-0.666, -2.262, 0.231], [1.100, -3.077, 1.646], [0.677, -3.626, 3.810], [-1.866, -3.627, 4.160], [-2.715, -2.892, 1.992], [-2.940, -1.452, -1.492], [-1.439, -0.840, -2.868], [-1.903, -0.307, -4.038], [-0.996, 0.119, -5.020], [0.343, -0.012, -4.794], [0.833, -0.553, -3.584], [2.226, -0.658, -3.381], [2.711, -1.150, -2.207], [1.822, -1.547, -1.192], [0.447, -1.500, -1.316], [-0.065, -0.987, -2.556], [-2.968, -0.214, -4.206], [-1.368, 0.543, -5.943], [1.062, 0.303, -5.542], [2.893, -0.334, -4.172], [3.779, -1.232, -2.046], [2.277, -1.895, -0.274], [-0.979, -3.833, -0.713], [-0.792, -4.871, -1.214], [-0.576, -6.069, -1.834], [-0.048, -7.174, -1.122], [0.394, -8.081, -0.564], [-0.852, -6.217, -3.215], [-1.081, -6.354, -4.337], [2.150, 3.093, 4.720], [2.133, 1.842, 3.845], [0.866, 1.719, 2.999], [0.870, 0.456, 2.142], [-0.796, 0.092, 1.061], [-0.892, 1.527, -0.360], [-0.774, 2.997, 0.051], [-1.883, 3.472, 0.984], [-1.783, 4.965, 1.291], [3.070, 3.148, 5.307], [1.305, 3.092, 5.412], [2.083, 3.995, 4.108], [2.223, 0.953, 4.476], [3.002, 1.850, 3.180], [0.776, 2.607, 2.366], [-0.009, 1.707, 3.658], [1.008, -0.410, 2.794], [1.721, 0.464, 1.451], [-1.891, 0.563, 2.065], [-1.840, 1.387, -0.889], [-0.100, 1.301, -1.080], [-0.792, 3.618, -0.854], [0.194, 3.172, 0.530], [-1.836, 2.902, 1.913], [-2.851, 3.255, 0.522], [-0.826, 5.195, 1.765], [-2.582, 5.285, 1.963], [-1.854, 5.555, 0.374]], "homo_ev": [-4.1385, -4.2910], "spin_multiplicity": 2, "gap_ev": [4.8, 5.9], "total_charge": -1, "s2": 1.1005, "energy_ev": -321327.4229}


[7]
{"formula": "C10H16N4O2", "method": "wB97M-V/def2-TZVPD", "elements": ["O", "O", "C", "C", "N", "N", "N", "N", "C", "C", "C", "C", "C", "C", "C", "C", "H", "H", "H", "H", "H", "H", "H", "H", "H", "H", "H", "H", "H", "H", "H", "H"], "xyz": [[-2.507, 4.441, 0.215], [-4.050, 0.517, 1.124], [-2.316, 3.254, 0.244], [-3.030, 1.095, 0.670], [-3.166, 2.398, 0.826], [-1.094, 2.821, -0.174], [-1.193, -0.808, 0.476], [0.299, 1.148, -1.009], [-1.808, 0.448, -0.089], [-0.644, 1.474, 0.123], [2.237, -2.749, 0.102], [3.022, -1.499, -0.280], [0.829, -2.278, 0.621], [2.258, -0.154, -0.088], [0.008, -1.281, -0.263], [0.922, -0.148, -0.893], [-3.753, 2.766, 1.498], [-0.448, 3.473, -0.607], [-1.942, -1.524, 0.443], [-0.164, 1.163, -1.936], [-2.101, 0.242, -1.182], [-0.107, 1.407, 1.003], [2.663, -3.397, 0.844], [2.061, -3.351, -0.814], [3.269, -1.312, -1.316], [3.929, -1.479, 0.411], [0.991, -1.875, 1.683], [0.111, -3.145, 0.818], [2.109, -0.146, 1.054], [2.870, 0.710, -0.306], [-0.426, -1.725, -1.243], [1.171, -0.486, -1.954]], "homo_ev": -9.0816, "gap_ev": 9.6, "energy_ev": -20683.7516}


[8]
{"formula": "C18H26N5O4RuS2", "method": "wB97M-V/def2-TZVPD", "elements": ["Ru", "N", "N", "C", "N", "S", "H", "H", "H", "H", "H", "C", "C", "C", "C", "C", "C", "C", "S", "O", "O", "O", "H", "H", "H", "H", "H", "H", "H", "C", "C", "N", "C", "C", "C", "O", "C", "C", "C", "C", "N", "C", "H", "H", "H", "H", "H", "H", "H", "H", "H", "H", "H", "H", "H", "H"], "xyz": [[-1.676, 0.959, 1.055], [-1.553, -0.113, 2.852], [-2.737, -0.776, 3.263], [-3.872, -0.558, 2.590], [-4.987, -1.115, 2.994], [-3.891, 0.442, 1.171], [-0.803, -0.806, 2.790], [-1.282, 0.557, 3.577], [-2.691, -1.294, 4.132], [-5.046, -1.718, 3.805], [-5.845, -0.965, 2.480], [0.414, 8.798, -0.684], [0.285, 7.362, -0.476], [1.297, 6.440, -0.910], [1.134, 5.099, -0.732], [-0.053, 4.646, -0.101], [-1.072, 5.503, 0.351], [-0.908, 6.846, 0.169], [-0.244, 2.891, 0.133], [0.793, 2.241, -0.584], [-0.310, 2.585, 1.599], [-1.659, 2.547, -0.311], [1.373, 9.112, -1.084], [0.169, 9.339, 0.240], [-0.393, 9.110, -1.372], [2.185, 6.839, -1.385], [1.877, 4.385, -1.059], [-1.961, 5.110, 0.825], [-1.658, 7.555, 0.498], [1.885, -6.548, 0.419], [2.743, -5.298, 0.385], [2.109, -4.221, -0.426], [2.808, -3.838, -1.663], [2.724, -4.914, -2.729], [1.103, -3.562, 0.137], [0.722, -3.685, 1.304], [0.305, -2.515, -0.649], [-0.129, -2.558, -1.965], [-1.036, -1.603, -2.424], [-1.501, -0.640, -1.560], [-1.102, -0.614, -0.268], [-0.213, -1.519, 0.158], [2.363, -7.310, 1.035], [1.742, -6.966, -0.576], [0.913, -6.326, 0.856], [3.708, -5.495, -0.080], [2.937, -4.901, 1.381], [3.845, -3.635, -1.393], [2.406, -2.890, -2.019], [3.160, -5.847, -2.375], [3.276, -4.615, -3.620], [1.693, -5.126, -3.019], [0.212, -3.344, -2.627], [-1.400, -1.623, -3.441], [-2.226, 0.099, -1.874], [0.069, -1.527, 1.203]], "homo_ev": [-15.8616, -15.8618], "spin_multiplicity": 5, "gap_ev": [5.5, 3.1], "total_charge": 3, "s2": 6.0391, "energy_ev": -58951.9821}